[1]
Here is C11H29FeNO7 as an isolated structure in a non-equilibrium geometry from the OMol25 dataset. Energies are from ωB97M-V/def2-TZVPD.

Each line ends with the Mulliken charge.
Element x y z (Å)
Fe: 0.0396 -2.1476 0.6113  1.182
C: 1.4329 -0.2975 -2.3929  -1.588
C: 0.9455 1.0087 -1.7605  1.513
C: 0.3588 1.8084 -2.9174  -1.255
C: -0.4698 2.9946 -2.4153  -0.786
C: -1.5638 2.5144 -1.4587  -1.106
C: -0.9628 1.7264 -0.2980  1.375
N: -0.1194 0.6584 -0.8141  0.879
O: 0.2964 -0.2225 0.1827  -0.409
C: -2.1586 1.1140 0.4550  -1.902
C: -0.2494 2.6435 0.6957  -1.589
C: 2.1706 1.6851 -1.1275  -1.832
H: 0.5879 -0.8525 -2.7999  0.315
H: 2.0203 -0.9111 -1.7162  -0.051
H: 2.0873 -0.1182 -3.2549  0.556
H: -0.3131 1.2108 -3.5389  0.360
H: 1.1594 2.2517 -3.5156  0.447
H: -0.8872 3.6131 -3.2148  0.405
H: 0.2183 3.6831 -1.9071  0.290
H: -2.2636 1.9191 -2.0464  0.325
H: -2.0021 3.4148 -1.0199  0.443
H: -2.8512 1.9236 0.6929  0.494
H: -1.7948 0.7152 1.4017  0.101
H: -2.6359 0.3415 -0.1436  0.445
H: -0.9221 3.3805 1.1431  0.459
H: 0.4977 3.2543 0.1855  0.370
H: 0.2268 2.0282 1.4565  0.209
H: 2.1591 2.7775 -1.1182  0.330
H: 3.0871 1.3881 -1.6473  0.510
H: 2.2950 1.3748 -0.0876  0.276
C: 0.6804 -1.0412 4.6007  -0.992
C: -0.0005 -2.0407 3.6952  0.703
O: 0.6361 -2.3252 2.6084  -0.655
O: -1.1495 -2.3827 3.9499  -0.685
H: 0.6124 -0.0222 4.2232  0.153
H: 1.7573 -1.2476 4.6512  0.313
H: 0.3432 -1.0971 5.6347  0.334
O: -1.9904 -1.8285 1.3224  -0.363
H: -2.3214 -1.1880 1.9586  0.261
H: -2.6218 -2.5532 1.3241  0.202
O: -0.6543 -2.4911 -1.4173  -0.599
H: -1.1000 -3.2749 -1.7504  0.251
H: -0.9683 -1.7470 -1.9495  0.264
O: 2.1737 -2.5135 0.1775  -0.505
H: 2.6303 -3.2981 0.4953  0.255
H: 2.8530 -1.9014 -0.1175  0.234
O: -0.3488 -4.2888 0.8583  -0.464
H: -0.0325 -4.6828 1.6815  0.284
H: -0.8880 -4.9563 0.4241  0.245

Cartesian forces (eV/Å) of the 6 atoms listed first:
Fe 0.200 1.777 1.112
C 0.341 -0.119 -0.478
C 0.416 -0.693 -0.083
C -0.673 1.467 0.170
C 0.336 0.176 0.353
C 1.314 0.832 -0.333

gap between HOMO and LUMO (alpha / beta) = 6.13 / 6.19 eV
2S+1 = 5
energy above the lowest of the compared OMol25 structures with the same formula, charge and spin = 0.0 kcal/mol
HOMO level (alpha / beta) = -6.501 / -6.563 eV
electronic energy = -2281.66943 Ha

---

[2]
Here is a 2-piece molecular cluster, C11H30BN2O4P overall from the OMol25 dataset. Energies are from ωB97M-V/def2-TZVPD.

Each line ends with the Mulliken charge.
Element x y z (Å)
C: -0.8862 -2.2636 0.8932  -0.952
C: -0.8720 -2.6373 -0.5893  -0.176
N: 0.4304 -3.2197 -0.9625  -0.350
B: 1.5100 -2.2658 -1.1110  0.651
O: 1.3207 -1.0288 -1.6281  -0.670
C: 2.1458 0.0873 -1.2522  -0.434
C: 1.6635 0.7255 0.0744  -0.653
N: 2.5714 0.6910 1.1992  -0.181
C: 3.6425 1.6835 1.1933  -0.755
C: 3.7758 2.4152 2.5412  0.376
C: 5.1934 2.4104 3.1026  -1.424
O: 3.3195 3.7632 2.3451  -0.580
P: 3.2491 -2.8229 -0.3936  0.188
O: 3.4169 -2.4412 1.0453  -0.658
H: -1.0802 -3.1436 1.5102  0.328
H: -1.6850 -1.5451 1.0958  0.209
H: 0.0659 -1.8313 1.2129  0.278
H: -1.6394 -3.3976 -0.7615  0.401
H: -1.1449 -1.7802 -1.2157  0.121
H: 0.3384 -3.8557 -1.7449  0.243
H: 2.0915 0.8024 -2.0748  0.292
H: 3.1916 -0.2324 -1.1687  0.332
H: 1.4116 1.7732 -0.1210  0.358
H: 0.7246 0.2384 0.3611  0.291
H: 2.9439 -0.2455 1.3327  0.137
H: 3.4421 2.4391 0.4270  0.427
H: 4.6080 1.2241 0.9377  0.367
H: 3.1060 1.9028 3.2396  0.310
H: 5.1994 2.6942 4.1583  0.378
H: 5.6413 1.4158 3.0203  0.376
H: 5.8192 3.1181 2.5516  0.327
H: 2.9230 4.0793 3.1619  0.311
H: 3.3320 -4.2030 -0.6706  0.065
H: 4.2807 -2.3327 -1.2296  0.042
C: -6.5833 1.0708 -2.0679  -1.051
C: -6.0923 0.4311 -0.7805  -0.306
O: -5.1893 -0.6433 -0.9772  -0.431
C: -3.9829 -0.3166 -1.6425  -0.228
C: -3.1293 0.7059 -0.9102  -1.007
H: -6.9905 0.3128 -2.7384  0.287
H: -7.3690 1.7931 -1.8430  0.392
H: -5.7891 1.6021 -2.5939  0.271
H: -6.9306 -0.0096 -0.2410  0.339
H: -5.6518 1.1905 -0.1240  0.288
H: -4.1831 0.0168 -2.6676  0.276
H: -3.4426 -1.2608 -1.7189  0.217
H: -3.5912 1.6939 -0.8945  0.426
H: -2.1600 0.8036 -1.4022  0.315
H: -2.9652 0.3925 0.1220  0.237

Cartesian forces (eV/Å) of the 6 atoms listed first:
C -0.186 -0.014 -0.068
C -0.311 -0.229 -0.048
N -0.080 0.704 -0.268
B 0.018 -0.313 -0.341
O -0.085 0.115 0.755
C 0.117 0.115 -0.104

gap between HOMO and LUMO = 8.88 eV
2S+1 = 1
HOMO level = -8.565 eV
SMILES string = CCNB(OCCNC[C@@H](C)O)[PH2]=O.CCOCC
electronic energy = -1213.80989 Ha

---

[3]
Here is C11H30BrCl2MgNbOS2 as an isolated structure in a non-equilibrium geometry from the OMol25 dataset. Energies are from ωB97M-V/def2-TZVPD.

Each line ends with the Mulliken charge.
Element x y z (Å)
C: 2.3804 -2.4447 -0.1363  -1.000
C: 1.1391 -2.0919 0.6559  -0.032
C: 0.1765 -1.2781 0.0394  0.170
C: -1.1709 -1.2933 0.7408  -1.196
Nb: 0.6031 1.0771 -0.0819  -0.783
C: -0.0045 1.0787 -2.2485  -0.915
C: 1.0057 0.1615 -2.9500  0.654
C: 0.3989 -0.8155 -3.9565  -0.720
S: -1.0763 -1.6337 -3.2798  -0.196
H: 3.2656 -1.9343 0.2430  0.341
H: 2.2638 -2.1435 -1.1769  0.244
H: 2.5574 -3.5185 -0.1078  0.313
H: 0.6827 -2.9965 1.0645  0.592
H: 1.6884 -1.3817 1.8438  -0.019
H: 0.1123 -1.5760 -1.0184  -0.029
H: -1.0263 -1.3843 1.8146  0.341
H: -1.7641 -2.1247 0.3552  0.388
H: -1.7550 -0.3872 0.5578  0.418
H: -0.9904 1.7660 0.4907  0.098
H: 0.8644 0.7805 1.6875  0.163
H: 2.4196 0.7793 -0.2926  0.066
H: 1.1087 2.7792 -0.0323  0.140
H: -1.0427 0.7729 -2.3899  0.008
H: 0.0167 2.1489 -2.5381  0.388
H: 1.7184 0.7737 -3.5229  0.377
H: 1.6448 -0.3795 -2.2444  -0.451
H: 0.1974 -0.3125 -4.9039  0.287
H: 1.1344 -1.5903 -4.1699  0.426
H: -0.9586 -2.7695 -3.9722  0.149
Cl: 3.6142 1.5015 3.9674  -0.111
C: 4.9865 2.5674 4.3648  -0.520
C: 4.6808 4.0177 4.0884  -0.432
Cl: 4.5190 4.3462 2.3440  -0.174
H: 5.8440 2.2291 3.7888  0.306
H: 5.2007 2.4376 5.4246  0.311
H: 5.4944 4.6396 4.4581  0.302
H: 3.7558 4.3226 4.5708  0.308
C: -6.5405 -1.3095 0.6661  -1.035
S: -4.8822 -1.3036 -0.0190  0.583
O: -4.0365 -0.5172 0.9157  -0.584
C: -5.2435 -0.2349 -1.4143  -0.860
H: -6.5126 -1.8960 1.5817  0.340
H: -6.8389 -0.2851 0.8870  0.308
H: -7.2263 -1.7689 -0.0457  0.372
H: -5.6324 0.7144 -1.0469  0.333
H: -5.9654 -0.7233 -2.0687  0.368
H: -4.3106 -0.0731 -1.9514  0.190
Mg: 1.2822 2.4789 -4.2522  -0.068
Br: 2.2217 -1.2056 3.2699  -0.158

Cartesian forces (eV/Å) of the 6 atoms listed first:
C 0.138 0.209 0.196
C -0.980 -1.315 -3.942
C 0.121 -2.440 1.641
C 0.372 0.747 -0.276
Nb -0.055 0.461 -1.389
C -0.833 -0.904 0.904

gap between HOMO and LUMO = 3.81 eV
2S+1 = 1
HOMO level = -6.190 eV
electronic energy = -5059.70877 Ha

---

[4]
Here is C11H30IN5O4P2Rh as an isolated structure in a non-equilibrium geometry from the OMol25 dataset. Energies are from ωB97M-V/def2-TZVPD.

Each line ends with the Mulliken charge.
Element x y z (Å)
Rh: 0.9944 -1.2153 -0.6323  0.543
C: 2.1133 1.7294 1.1506  -1.055
N: 2.0150 0.8894 2.3503  0.280
C: 3.3250 0.3585 2.7589  -0.962
P: 0.6423 -0.0099 2.4681  0.515
O: -0.0394 -0.4412 1.2039  -0.541
O: 1.1038 -1.3249 3.2915  -0.580
P: 1.4997 -2.6608 2.4216  0.843
O: 2.1506 -2.2376 1.1482  -0.932
N: 0.0597 -3.3993 2.2426  0.672
C: -0.9998 -3.4072 3.2435  -1.167
C: -0.2051 -4.2218 1.0649  -0.801
N: 2.5260 -3.4688 3.3785  0.382
C: 2.0667 -4.2386 4.5301  -0.997
C: 3.9044 -3.7500 2.9640  -0.930
N: -0.3783 0.8422 3.4023  0.167
C: 0.0913 1.5070 4.6186  -1.027
C: -1.7890 0.4488 3.4507  -0.945
H: 2.8889 2.4772 1.3090  0.404
H: 1.1697 2.2414 0.9633  0.345
H: 2.3792 1.1438 0.2671  0.288
H: 3.9683 1.2010 3.0114  0.404
H: 3.7916 -0.2201 1.9580  0.308
H: 3.2244 -0.2728 3.6366  0.321
H: -0.8062 -2.6671 4.0164  0.323
H: -1.1010 -4.3893 3.7123  0.370
H: -1.9491 -3.1577 2.7635  0.318
H: 0.5207 -4.0166 0.2796  0.158
H: -1.2033 -3.9854 0.6900  0.224
H: -0.1637 -5.2890 1.2973  0.264
H: 1.0439 -3.9816 4.7931  0.238
H: 2.7004 -4.0227 5.3914  0.356
H: 2.1199 -5.3107 4.3249  0.335
H: 4.1122 -3.2734 2.0111  0.242
H: 4.0457 -4.8275 2.8585  0.327
H: 4.6054 -3.3789 3.7138  0.302
H: 1.1270 1.8127 4.5006  0.297
H: 0.0035 0.8517 5.4898  0.311
H: -0.5158 2.3961 4.7894  0.357
H: -2.0754 -0.0176 2.5117  0.205
H: -2.4001 1.3389 3.5987  0.364
H: -1.9822 -0.2447 4.2747  0.313
N: -0.9484 -1.8141 -3.8171  -0.310
C: -0.4933 -1.0553 -2.8566  0.582
O: 0.4030 -0.1735 -3.1743  -0.367
C: -0.8468 -1.1682 -1.4526  -0.807
I: 2.1855 -2.8922 -2.1433  -0.285
H: -0.5316 -1.7581 -4.7345  0.262
H: -1.6358 -2.5242 -3.6323  0.231
H: -1.5467 -1.9610 -1.2096  0.354
H: -1.1082 -0.2166 -0.9941  0.426
C: 1.1245 0.2190 -1.9426  -0.748
H: 2.1486 0.3736 -2.2690  0.383
H: 0.6664 1.1353 -1.5654  0.441

Cartesian forces (eV/Å) of the 6 atoms listed first:
Rh 0.295 -1.212 1.993
C -0.130 0.179 0.193
N 0.219 -0.455 -0.394
C -0.091 0.070 0.032
P 0.098 0.217 0.176
O 0.130 0.599 -0.488

gap between HOMO and LUMO = 7.94 eV
net charge = +1
2S+1 = 1
energy above the lowest of the compared OMol25 structures with the same formula, charge and spin = 0.0 kcal/mol
HOMO level = -11.027 eV
electronic energy = -2102.80157 Ha